{"formula": "C5H11NO2S", "method": "wB97M-V/def2-TZVPD", "species": ["S", "C", "H", "H", "H", "C", "C", "H", "H", "H", "H", "C", "H", "N", "O", "O", "H", "C", "H", "H"], "xyz": [[1.387382, 0.360744, -0.212905], [-2.099606, 0.961099, 0.974401], [0.170588, -2.067486, -1.194371], [2.342286, 1.973153, 1.262074], [-1.605848, -0.844877, -1.773562], [-1.822212, 0.200119, -1.539537], [0.344632, -2.029043, -0.111198], [-2.988372, 1.583591, 1.002972], [1.696320, 0.553038, 2.127743], [-2.844590, 0.417100, -1.865840], [3.262835, 0.442881, 1.279216], [2.280390, 0.892959, 1.283234], [1.333976, -2.462495, 0.063464], [0.322286, -0.715033, 0.424804], [2.309418, -0.280741, -1.117583], [0.702122, 1.533280, -0.709763], [-0.404038, -2.629322, 0.408803], [-1.697508, 0.446176, -0.131399], [-1.576714, 0.832996, 1.902415], [-1.113346, 0.831867, -2.072963]], "forces_ev_per_angstrom": [[0.13, 0.03, 0.65], [-0.19, 0.18, 0.31], [-0.04, -0.17, -0.01], [0.07, 0.15, -0.04], [-0.08, 0.01, 0.03], [0.11, -0.04, -0.51], [0.13, -0.61, -0.43], [-0.11, -0.04, -0.21], [0.00, 0.02, 0.14], [-0.03, 0.01, 0.09], [0.16, -0.12, 0.00], [-0.42, -0.17, -0.65], [-0.06, -0.22, -0.09], [-2.06, 2.65, -0.27], [0.10, -0.21, 0.09], [0.01, 0.10, 0.14], [0.06, -0.02, -0.06], [2.02, -1.42, 0.70], [0.24, -0.11, 0.16], [-0.04, -0.02, -0.05]], "mulliken_charge": [1.289, -0.696, 0.319, 0.327, 0.224, -0.920, -0.936, 0.282, 0.311, 0.384, 0.341, -1.017, 0.297, -0.395, -0.694, -0.688, 0.322, 0.651, 0.295, 0.305], "relative_energy_kj_mol": 475.4, "charge": 0, "homo_ha": [-0.323, -0.323], "lumo_energy_ha": [-0.02488, -0.02490], "gap_ev": [8.12, 8.12]}

---

{"formula": "C2H3Cl2P", "method": "wB97M-V/def2-TZVPD", "species": ["H", "C", "P", "C", "Cl", "H", "H", "Cl"], "xyz": [[-0.065557, -1.630076, -1.202463], [-0.739755, -0.894884, -1.136914], [-1.452636, 0.483637, -0.936942], [1.468499, 0.659123, 1.040147], [0.148357, 1.710835, 0.929056], [2.268015, 0.607852, 0.185997], [-2.651317, 0.070146, -0.279442], [1.024395, -1.006633, 1.400562]], "forces_ev_per_angstrom": [[2.20, -2.40, -0.51], [-1.58, 1.11, 0.28], [-1.13, 0.85, -1.04], [1.12, -1.83, -1.89], [0.87, 0.78, 0.80], [-1.65, 0.76, 1.74], [-0.18, -0.04, 0.23], [0.35, 0.77, 0.40]], "mulliken_charge": [0.581, -0.313, -0.321, -0.107, -0.071, 0.302, 0.044, -0.115], "relative_energy_kj_mol": 620.3, "charge": 0, "homo_ha": [-0.314, -0.293], "lumo_energy_ha": [-0.00992, -0.03538], "gap_ev": [8.27, 7.02]}

---

{"formula": "C19H28BrO2Ru", "method": "wB97M-V/def2-TZVPD", "species": ["H", "C", "Br", "C", "H", "H", "C", "C", "H", "C", "H", "H", "H", "O", "C", "H", "C", "H", "C", "H", "C", "H", "H", "C", "O", "H", "C", "H", "C", "H", "C", "C", "H", "H", "H", "C", "C", "H", "H", "C", "C", "H", "H", "Ru", "H", "H", "C", "H", "H", "H", "H"], "xyz": [[0.755996, 3.835960, -6.306292], [2.815742, 6.412906, -4.716050], [-1.365859, 0.059074, -1.787252], [1.325120, 6.160616, -4.738872], [1.473862, 2.994574, 0.278307], [-0.799962, 2.591884, -2.054196], [-0.692830, 2.307962, 0.414162], [0.973594, 1.287495, 1.676353], [-0.438203, 0.024983, 2.872115], [2.222681, -0.305722, -1.580631], [1.158629, 2.605280, -4.365472], [-2.357659, 1.124722, 1.341428], [0.887457, 1.334516, -3.128855], [0.989315, 4.773375, -4.410130], [-1.297550, 1.351628, 1.290958], [3.331628, 5.705821, -5.372559], [-0.286384, 3.152982, -2.852850], [-2.747799, 2.291050, -4.008115], [1.315851, -2.034081, -0.320889], [0.785545, -2.937412, -0.036769], [0.544083, 7.153604, -3.897148], [0.738546, 8.170702, -4.274959], [3.023317, 7.427088, -5.073474], [1.407938, -1.493183, -1.627365], [-1.334093, 3.780299, -3.627285], [0.969361, -1.880944, -2.539819], [0.357455, 4.679904, -5.729024], [2.057768, -1.264485, 1.661045], [-1.842632, 2.705722, -4.478494], [-1.172055, 0.720138, -4.094361], [-0.767206, 1.617365, -4.581453], [2.603416, -0.097071, -0.196812], [-0.484208, 1.406479, -5.612814], [-0.730831, 4.610293, -5.643568], [3.331382, 0.629325, 0.141502], [1.974184, -1.149932, 0.582876], [0.762195, 6.072335, -6.173625], [-2.120684, 3.109203, -5.461133], [-0.533149, 6.967618, -3.997589], [0.740758, 2.296266, 0.656873], [0.410468, 2.117848, -3.730112], [3.192040, 6.345529, -3.693122], [0.409251, 3.881096, -2.426084], [0.648324, 0.519277, -0.320600], [2.589846, 0.268905, -2.425025], [0.840120, 7.096753, -2.839804], [-0.294399, 0.764458, 2.088694], [-0.097323, 6.716353, -6.359581], [-1.201969, 3.000628, -0.246556], [1.488888, 6.097427, -6.986369], [1.923557, 1.109458, 2.162695]], "forces_ev_per_angstrom": [[-0.08, 0.11, 0.11], [-0.01, 0.06, 0.20], [-0.26, -0.68, 0.55], [0.34, 1.01, -0.25], [-0.06, 0.08, 0.01], [0.27, 0.34, -0.23], [0.25, 0.54, 1.13], [-0.31, 0.90, 0.29], [0.00, 0.11, -0.30], [0.79, -1.68, 0.13], [-0.06, -0.23, 0.35], [0.23, 0.01, -0.11], [-0.18, 0.10, -0.21], [0.22, 1.29, -1.61], [0.62, 0.51, -0.47], [0.00, 0.04, 0.22], [-0.65, -0.23, 0.45], [0.14, 0.17, -0.15], [0.12, 0.68, 1.17], [-0.01, 0.26, -0.07], [0.01, 0.06, 0.07], [-0.01, -0.30, 0.22], [-0.05, -0.12, 0.00], [1.08, 1.24, -0.58], [0.59, -1.41, -0.21], [-0.01, 0.00, 0.29], [-0.51, -0.67, -0.09], [0.00, -0.09, -0.38], [-0.28, 0.49, 0.46], [0.18, 0.05, -0.71], [0.04, -0.35, 0.36], [0.43, -0.29, -0.73], [-0.04, -0.11, 0.10], [0.34, -0.24, 0.10], [0.00, -0.19, 0.05], [0.34, -1.11, -0.60], [0.05, -0.46, 0.39], [0.07, 0.08, 0.37], [0.23, -0.04, 0.18], [-0.97, 0.80, 1.22], [-0.23, 0.71, -0.61], [0.15, -0.14, -0.05], [-0.42, 0.10, -0.20], [-2.31, -1.25, -1.10], [-0.19, -0.12, 0.17], [-0.14, 0.05, -0.23], [0.13, -0.03, 0.17], [0.25, 0.07, -0.14], [0.07, -0.32, 0.15], [-0.04, 0.20, 0.17], [-0.15, 0.00, -0.07]], "mulliken_charge": [0.312, -1.702, -0.296, 1.372, 0.586, -0.497, -0.731, -0.951, 0.503, -0.639, 0.354, 0.474, -0.631, -0.192, -0.317, 0.381, 0.548, 0.371, -0.059, 0.489, -1.652, 0.416, 0.396, -0.709, -0.510, 0.489, -0.116, 0.552, -0.724, 0.110, -0.618, -0.590, 0.384, -0.018, 0.577, -0.422, -0.945, 0.331, 0.355, -0.494, 0.555, 0.360, 0.402, 0.571, 0.635, 0.349, -0.097, 0.306, 0.751, 0.314, 0.666], "relative_energy_kj_mol": 51.9, "charge": 1, "spin_multiplicity": 5, "homo_ha": [-0.421, -0.421], "lumo_energy_ha": [-0.17968, -0.23586], "gap_ev": [6.57, 5.04]}

---

{"formula": "BF4H24O12", "method": "wB97M-V/def2-TZVPD", "species": ["F", "H", "O", "O", "H", "H", "H", "F", "O", "H", "H", "H", "O", "H", "H", "H", "H", "O", "H", "H", "F", "O", "H", "O", "H", "H", "H", "H", "H", "O", "B", "H", "H", "H", "H", "O", "O", "F", "O", "H", "O"], "xyz": [[0.530768, 0.635007, -0.071838], [2.434371, 0.615480, -3.482376], [-4.335481, -0.418558, 5.507702], [4.464513, -2.414237, 2.424622], [-0.211745, -1.726152, -4.624737], [-3.809883, -4.827011, -1.604173], [4.550028, 0.425107, 4.113480], [-1.684179, 0.668403, -0.040174], [-6.211927, -1.920479, -1.251961], [0.264557, -3.960307, 1.617220], [3.736018, -2.890186, 2.025867], [-3.509901, -0.117403, 5.128273], [-2.683906, 5.826056, 0.437695], [-2.327796, -4.525754, -1.671606], [-2.016654, 5.945304, 1.113564], [0.608545, 0.082765, 4.663537], [-2.632684, 4.897486, 0.211085], [3.181407, 0.733860, -4.069015], [3.074987, 1.619003, -4.417481], [-4.089529, -0.785827, 6.356734], [-0.601033, -0.979170, -1.204738], [-2.949412, -5.239074, -1.526599], [5.298967, 1.344831, 5.054271], [4.467316, 1.251307, 4.589688], [-5.765018, -1.675445, -0.441736], [-0.307889, 0.488545, 3.528910], [5.302697, 3.746455, -1.393787], [3.896823, 3.446154, -0.919219], [0.311674, -4.790654, 2.882214], [-0.307801, 4.139127, -5.454603], [-0.593165, 0.392276, -0.816610], [0.842020, -2.605014, -5.264326], [-0.723583, 3.549560, -4.825510], [-6.649771, -1.118281, -1.536572], [5.097778, -3.094008, 2.655139], [-0.268048, -0.065162, 4.308686], [4.461369, 4.163296, -1.207698], [-0.670754, 1.178949, -1.890120], [-0.010381, -2.202393, -5.430272], [-0.896257, 4.892557, -5.502595], [0.732959, -4.686416, 2.029059]], "forces_ev_per_angstrom": [[1.59, 0.25, 0.67], [-0.30, -0.05, 0.26], [-0.31, 0.01, 0.00], [0.17, 0.27, 0.15], [-0.11, 0.20, 0.32], [-0.22, 0.15, -0.02], [-0.06, -0.29, -0.26], [-1.69, 0.01, 1.32], [-0.13, -0.29, -0.09], [-0.14, 0.28, -0.21], [-0.35, -0.07, -0.14], [0.30, 0.07, -0.20], [-0.19, 0.27, -0.05], [0.21, 0.25, -0.02], [0.17, 0.01, 0.14], [0.24, 0.03, 0.06], [0.03, -0.32, -0.11], [0.31, -0.16, -0.11], [-0.07, 0.22, -0.08], [0.06, -0.09, 0.17], [0.02, -0.24, -0.14], [0.01, -0.34, 0.05], [0.18, 0.06, 0.11], [-0.15, 0.18, 0.11], [0.23, 0.07, 0.20], [-0.03, 0.09, -0.42], [0.18, -0.11, -0.06], [-0.26, -0.21, 0.07], [-0.10, -0.01, 0.19], [0.19, 0.04, -0.22], [-0.21, -1.63, 0.85], [0.20, -0.05, 0.05], [-0.06, -0.26, 0.26], [-0.05, 0.19, -0.11], [0.14, -0.16, 0.04], [-0.25, -0.14, 0.29], [0.05, 0.31, -0.02], [0.34, 1.60, -2.73], [-0.12, -0.11, -0.31], [-0.11, 0.18, 0.00], [0.30, -0.20, -0.01]], "mulliken_charge": [-0.398, 0.337, -0.649, -0.629, 0.338, 0.320, 0.328, -0.408, -0.634, 0.335, 0.331, 0.337, -0.655, 0.336, 0.315, 0.315, 0.341, -0.653, 0.313, 0.309, -0.436, -0.656, 0.304, -0.640, 0.330, 0.338, 0.314, 0.333, 0.315, -0.642, 0.590, 0.310, 0.333, 0.305, 0.305, -0.651, -0.647, -0.347, -0.650, 0.309, -0.649], "relative_energy_kj_mol": 272.7, "charge": -1, "homo_ha": -0.305, "lumo_energy_ha": 0.08324, "gap_ev": 10.58}